{"formula": "C17H43N5OSi2", "method": "wB97M-V/def2-TZVPD", "species": ["Si", "Si", "O", "N", "N", "N", "N", "N", "C", "C", "C", "C", "C", "C", "C", "C", "C", "C", "C", "C", "C", "C", "C", "C", "C", "H", "H", "H", "H", "H", "H", "H", "H", "H", "H", "H", "H", "H", "H", "H", "H", "H", "H", "H", "H", "H", "H", "H", "H", "H", "H", "H", "H", "H", "H", "H", "H", "H", "H", "H", "H", "H", "H", "H", "H", "H", "H", "H"], "positions_angstrom": [[1.876153, -5.308137, -3.057425], [0.520782, -2.776168, -2.165585], [-0.915365, 5.028468, 2.358782], [1.781597, -3.807864, -2.355463], [0.816102, 3.063191, 0.901049], [1.582329, 2.307287, 2.938548], [0.730713, 0.789267, 1.338640], [-0.126355, -1.259583, 1.842116], [-2.296131, 3.159857, -0.251378], [0.982282, -0.043330, 3.648181], [-3.146635, 3.873473, 0.804225], [1.031985, 2.084813, 1.738275], [1.435045, -5.372895, -4.907829], [1.081381, -1.225236, -1.215778], [-0.307019, -2.092590, -3.737332], [0.277049, 2.952962, -0.461435], [3.638641, -5.993906, -2.948442], [-0.941088, -3.385661, -1.090692], [-0.960684, 3.825991, -0.616410], [1.446116, 1.351663, 4.071938], [-1.905521, 4.316140, 3.096824], [-1.205696, 6.397520, 2.111218], [0.079871, 0.029180, 2.429458], [-2.883193, 3.476100, 2.262290], [0.778666, -6.646940, -2.261981], [-3.831588, 3.496409, 2.806534], [-0.610216, -1.171508, 0.954757], [1.056361, 3.257190, -1.161799], [0.748827, 1.805328, 4.779172], [3.735720, -6.983614, -3.404871], [2.419413, 1.296653, 4.557880], [-3.066049, 4.958715, 0.673775], [0.082281, 1.892779, -0.621500], [3.946511, -6.069350, -1.901978], [1.705146, -6.331992, -5.360885], [0.444215, -0.490691, 4.486829], [0.461771, -1.749241, -4.434417], [0.246435, -0.529248, -1.049671], [1.862070, -0.686080, -1.761005], [-0.889183, -2.868080, -4.243184], [-0.621533, -1.921721, 2.425799], [4.333924, -5.316566, -3.451539], [-2.895582, 3.076935, -1.159436], [-1.366303, 3.665988, 3.792927], [1.501663, 3.272170, 3.240042], [1.824782, -0.697368, 3.413723], [-0.565358, 7.025136, 2.738225], [-0.280889, -6.475205, -2.476379], [1.967642, -4.582291, -5.443422], [-0.830405, 0.594620, 2.700696], [1.024427, 4.003265, 1.214830], [-2.567437, 2.427307, 2.268734], [-0.982523, -1.254063, -3.532230], [-2.457751, 5.033664, 3.712461], [1.561121, 0.265852, 1.055232], [-1.021518, 6.633894, 1.061115], [-1.528798, -4.146076, -1.612307], [-2.248185, 6.631336, 2.339952], [-1.631889, -2.576606, -0.815600], [-0.832916, 4.720996, 0.001367], [-0.981249, 4.171772, -1.651275], [0.905537, -6.633275, -1.175817], [1.029190, -7.650228, -2.620803], [-2.119424, 2.128469, 0.077784], [0.363357, -5.221235, -5.070203], [1.481800, -1.537812, -0.248395], [-0.553784, -3.839898, -0.173596], [-4.190635, 3.630071, 0.596685]], "forces_ev_per_angstrom": [[0.157, -0.252, -0.076], [-0.096, 0.127, 0.091], [0.060, -0.155, -0.135], [-0.190, -0.043, -0.057], [0.231, 0.259, -0.045], [-0.952, 0.269, 0.329], [-0.114, 0.309, 0.783], [-0.291, -0.135, 0.198], [0.016, -0.170, 0.010], [0.046, 0.075, 0.051], [-0.134, 0.209, 0.006], [0.493, -0.568, -0.328], [0.004, 0.018, 0.033], [-0.002, 0.317, -0.040], [0.016, 0.004, 0.037], [0.044, -0.228, 0.048], [-0.025, 0.010, -0.002], [0.013, 0.029, -0.002], [0.018, 0.250, -0.025], [0.217, 0.054, -0.103], [0.054, 0.201, 0.101], [-0.012, 0.071, 0.213], [0.092, -0.103, -0.185], [0.019, -0.186, 0.076], [0.013, 0.038, -0.004], [0.037, -0.058, -0.017], [0.079, -0.203, -0.029], [0.051, 0.006, 0.108], [-0.038, -0.076, -0.035], [-0.015, 0.008, 0.000], [-0.059, -0.013, 0.045], [-0.020, -0.070, 0.001], [-0.060, 0.093, -0.147], [0.017, 0.009, -0.002], [-0.001, -0.004, 0.014], [0.068, -0.029, -0.018], [-0.016, 0.005, -0.025], [0.037, -0.032, -0.008], [0.031, -0.055, -0.035], [0.037, -0.009, -0.009], [0.039, 0.100, 0.074], [0.015, 0.000, 0.014], [0.044, -0.043, 0.008], [-0.020, 0.010, -0.021], [0.306, -0.013, 0.009], [-0.004, 0.087, -0.065], [-0.042, 0.017, -0.065], [0.009, 0.028, 0.024], [-0.006, -0.007, -0.024], [-0.028, -0.031, -0.121], [-0.151, -0.036, 0.059], [0.036, 0.044, 0.003], [0.001, -0.012, 0.023], [0.013, -0.035, -0.042], [-0.157, 0.028, -0.486], [0.024, -0.041, 0.028], [0.021, -0.019, 0.023], [0.039, -0.011, -0.061], [0.002, 0.005, -0.032], [0.067, -0.076, -0.164], [-0.076, -0.042, 0.016], [-0.013, -0.020, 0.005], [0.006, 0.008, -0.011], [-0.021, 0.052, -0.024], [0.012, 0.034, 0.014], [0.052, -0.018, -0.017], [-0.015, -0.009, 0.009], [0.020, 0.027, 0.006]], "charge": 0, "homo_lumo_gap_ev": 4.993}

=====

{"formula": "I2Y", "method": "wB97M-V/def2-TZVPD", "species": ["I", "I", "Y"], "positions_angstrom": [[2.046375, -0.036540, -0.799898], [-1.230257, 0.520558, 1.754276], [-0.816118, -0.484018, -0.954379]], "forces_ev_per_angstrom": [[-1.819, -0.415, -0.433], [-0.070, -0.735, -1.849], [1.889, 1.149, 2.282]], "charge": 1, "homo_lumo_gap_ev": 6.593}

=====

> What is the charge in the first record?

0

=====

> charge of number 2 (I2Y)?

+1

=====

Please write out number 2 again, unchanged.
{"formula": "I2Y", "method": "wB97M-V/def2-TZVPD", "species": ["I", "I", "Y"], "positions_angstrom": [[2.046375, -0.036540, -0.799898], [-1.230257, 0.520558, 1.754276], [-0.816118, -0.484018, -0.954379]], "forces_ev_per_angstrom": [[-1.819, -0.415, -0.433], [-0.070, -0.735, -1.849], [1.889, 1.149, 2.282]], "charge": 1, "homo_lumo_gap_ev": 6.593}